Arrangement one

19
Properties=species:S:1:pos:R:3 method="wB97M-V/def2-TZVPD" s_squared=0.753 total_charge=-1 orbital_gap_ev="2.9543 / 6.8224" spin_multiplicity=2
O 0.172 -2.843 2.105
C 0.598 -1.715 2.380
C -0.063 -0.555 1.496
C -0.047 -1.071 0.015
C 0.406 -0.044 -1.021
C 1.253 0.014 -2.021
C -1.334 1.726 -0.711
N 0.032 1.316 -0.545
H 1.331 -1.452 3.188
H -1.093 -0.287 1.918
H 0.465 0.375 1.609
H -1.162 -1.091 -0.092
H 0.284 -2.099 -0.155
H 1.580 0.785 -2.732
H 2.068 -0.681 -2.263
H -1.495 2.304 -1.654
H -2.003 0.850 -0.642
H -1.646 2.461 0.083
H 0.653 2.007 -0.958

=====

Arrangement two

19
Properties=species:S:1:pos:R:3 method="wB97M-V/def2-TZVPD" s_squared=0.782 total_charge=-1 orbital_gap_ev="6.4055 / 5.6866" spin_multiplicity=2
C -0.253 0.691 0.737
N 0.273 -0.378 1.525
C -0.745 -1.283 2.219
O -1.748 -1.713 1.499
C -1.135 0.364 -0.494
C -0.479 0.477 -1.825
C 0.869 0.374 -2.106
C 1.994 0.195 -1.305
H -0.864 1.335 1.378
H 0.495 1.441 0.457
H -0.985 -0.692 3.140
H -0.052 -2.082 2.613
H -1.486 -0.667 -0.376
H -1.952 1.083 -0.492
H -1.085 0.796 -2.674
H 0.952 -0.932 1.030
H 1.098 0.521 -3.163
H 2.209 0.488 -0.299
H 2.895 -0.017 -1.864

=====

Among the structures above, stability is greatest for arrangement two.